[1]
DFT (wB97M-V/def2-TZVPD) results for C24H27N4O2SSiW as an isolated structure in a non-equilibrium geometry.

Last column: Mulliken spin population.
Cartesian coordinates (Å):
W -0.371 -0.871 0.151  0.026
O 0.194 -2.467 0.945  0.009
C 0.908 -2.545 2.122  0.003
C 1.205 -3.747 2.729  -0.005
C 1.994 -3.718 3.870  0.002
C 2.469 -2.512 4.373  0.000
C 2.140 -1.314 3.751  -0.001
C 1.332 -1.323 2.624  0.005
C 0.886 -0.113 1.882  0.045
N -0.472 0.209 1.877  -0.046
N -0.761 1.567 1.712  0.003
C -1.091 1.832 0.504  0.002
O -1.094 0.810 -0.381  0.004
C -1.360 3.193 0.013  0.004
C -1.060 4.290 0.817  -0.001
C -1.273 5.570 0.336  0.000
C -1.786 5.761 -0.942  0.000
C -2.094 4.668 -1.739  0.000
C -1.881 3.382 -1.263  -0.001
H 0.842 -4.676 2.309  0.000
H 2.246 -4.647 4.364  0.000
H 3.090 -2.504 5.259  0.000
H 2.492 -0.371 4.153  0.001
H 1.555 0.740 1.879  0.000
H -0.664 4.126 1.811  0.000
H -1.041 6.424 0.959  0.000
H -1.947 6.764 -1.315  0.000
H -2.508 4.816 -2.728  0.000
H -2.126 2.522 -1.875  0.000
N 5.357 1.694 -3.172  0.172
C 5.035 0.475 -2.691  0.205
S 6.263 -0.745 -2.780  1.122
C 3.774 0.182 -2.152  -0.040
C 2.710 1.121 -2.128  0.129
C 1.509 0.798 -1.574  -0.001
N 1.250 -0.412 -1.020  0.188
C 2.247 -1.350 -1.079  0.041
C 3.468 -1.098 -1.606  0.073
H 6.273 1.889 -3.535  0.002
H 4.741 2.477 -3.042  -0.008
H 2.797 2.111 -2.555  0.022
H 0.701 1.511 -1.561  0.013
H 2.009 -2.323 -0.681  0.011
H 4.199 -1.898 -1.601  0.015
C -4.312 -3.080 -1.220  0.000
Si -3.089 -1.848 -0.561  -0.003
C -2.690 -2.321 1.243  0.000
C -3.939 -0.187 -0.474  0.001
C -1.418 -1.849 -1.446  0.007
H -5.222 -3.063 -0.614  0.000
H -3.916 -4.099 -1.221  0.000
H -4.582 -2.824 -2.248  0.000
H -3.638 -2.487 1.764  0.001
H -2.195 -1.572 1.868  -0.002
H -2.124 -3.249 1.296  0.000
H -5.004 -0.361 -0.298  0.000
H -3.846 0.379 -1.405  0.000
H -3.574 0.438 0.342  -0.001
H -1.490 -1.298 -2.386  0.002
H -1.117 -2.877 -1.663  0.004

Properties
net charge: +1
E_HOMO (alpha / beta): -10.0 / -10.7 eV
LUMO level (alpha / beta): -3.942 / -6.018 eV
gap between HOMO and LUMO (alpha / beta): 6.01 / 4.70 eV
energy above the lowest of the compared OMol25 structures with the same formula, charge and spin: 39.4 kcal per mole
spin multiplicity: 3
⟨S²⟩: 2.083

***

[2]
DFT (wB97M-V/def2-TZVPD) results for C36H34FMoN6OP2 as an isolated structure in a non-equilibrium geometry.

Last column: Mulliken spin population.
Cartesian coordinates (Å):
Mo 0.900 0.245 -0.059  1.995
C -2.095 1.286 3.187  0.001
N -1.083 0.739 2.267  -0.028
P 0.570 1.282 2.218  -0.041
C 1.247 0.842 3.823  -0.033
C 2.022 -0.317 3.919  0.034
C 2.459 -0.758 5.156  0.002
C 2.119 -0.046 6.300  0.000
C 1.363 1.115 6.207  0.001
C 0.933 1.573 4.972  -0.003
C 0.494 3.078 2.112  0.020
C -0.476 3.680 1.306  0.004
C -0.526 5.058 1.202  0.000
C 0.404 5.839 1.878  -0.002
C 1.394 5.244 2.646  0.000
C 1.446 3.863 2.763  -0.001
P -1.400 0.102 0.740  -0.071
C -3.166 -0.267 0.691  0.004
C -4.064 0.470 -0.078  0.000
C -5.415 0.172 0.001  0.000
C -5.857 -0.847 0.833  0.000
C -4.951 -1.579 1.595  -0.001
C -3.599 -1.303 1.524  -0.005
C -0.608 -1.574 0.787  0.015
C -0.702 -2.333 -0.393  -0.071
C -0.362 -3.676 -0.387  0.025
C 0.072 -4.268 0.795  -0.008
C 0.167 -3.525 1.971  0.006
C -0.176 -2.187 1.972  0.065
H -1.587 1.630 4.083  -0.001
H -2.795 0.507 3.479  0.001
H -2.645 2.122 2.756  -0.001
H 2.287 -0.859 3.016  -0.013
H 3.064 -1.651 5.236  0.000
H 2.460 -0.389 7.268  0.000
H 1.111 1.673 7.098  0.000
H 0.386 2.503 4.904  0.000
H -1.201 3.073 0.774  -0.006
H -1.287 5.529 0.595  0.000
H 0.356 6.917 1.805  0.000
H 2.128 5.853 3.156  0.000
H 2.221 3.401 3.363  0.000
H -3.718 1.267 -0.724  -0.002
H -6.126 0.734 -0.589  0.000
H -6.912 -1.080 0.886  0.000
H -5.301 -2.374 2.240  0.000
H -2.892 -1.883 2.104  0.000
H -1.128 -1.889 -1.287  -0.008
H -0.474 -4.265 -1.288  0.000
H 0.307 -5.326 0.807  0.000
H 0.471 -4.006 2.891  0.000
H -0.157 -1.617 2.894  0.002
N -1.647 -0.888 -10.588  0.000
C -1.199 -0.763 -9.538  0.000
C -0.640 -0.620 -8.227  0.001
C 0.602 -1.184 -7.939  0.000
C 1.135 -1.063 -6.668  0.001
C 0.426 -0.376 -5.694  -0.002
C -0.804 0.203 -5.977  0.001
C -1.341 0.079 -7.245  -0.001
N 0.975 -0.257 -4.375  0.001
C 2.295 -0.041 -4.064  -0.004
C 2.368 0.016 -2.710  0.036
N 1.101 -0.173 -2.184  -0.034
C 0.291 -0.326 -3.227  0.025
H 1.142 -1.720 -8.707  0.000
H 2.088 -1.523 -6.438  0.000
H -1.329 0.773 -5.221  0.000
H -2.294 0.532 -7.478  0.000
H 3.059 0.083 -4.812  0.000
H 3.235 0.199 -2.098  0.002
H -0.768 -0.514 -3.181  -0.003
F 1.376 1.933 -0.587  0.036
N 4.501 -1.118 0.395  0.010
C 3.375 -1.797 0.185  0.001
N 3.417 -3.103 -0.029  0.015
O 2.248 -1.197 0.185  0.038
H 5.402 -1.569 0.423  0.000
H 4.464 -0.151 0.667  -0.001
H 4.283 -3.620 -0.027  -0.001
H 2.571 -3.598 -0.258  0.001

Properties
net charge: +3
E_HOMO (alpha / beta): -15.7 / -15.7 eV
LUMO level (alpha / beta): -10.391 / -10.521 eV
gap between HOMO and LUMO (alpha / beta): 5.30 / 5.18 eV
energy above the lowest of the compared OMol25 structures with the same formula, charge and spin: 18.0 kcal per mole
spin multiplicity: 3
⟨S²⟩: 2.026

***

[3]
DFT (wB97M-V/def2-TZVPD) results for an isolated molecule of C3H7N3 in a non-equilibrium geometry.

Last column: Mulliken charge in e.
Cartesian coordinates (Å):
C 0.107 0.479 -0.237  -0.023
C -0.476 -1.008 1.420  -0.312
C -1.332 -1.294 0.223  -0.219
H 1.918 2.758 -1.175  0.249
H 1.870 1.091 -1.639  0.220
H 0.781 -0.393 -0.484  0.177
H 0.599 -1.003 1.283  0.251
H -0.896 -1.024 2.342  0.217
H -2.435 -1.547 0.353  0.219
H -0.902 -1.788 -0.677  0.200
N 1.340 1.944 -1.436  -0.368
N 0.372 1.687 -0.564  -0.254
N -0.946 0.098 0.591  -0.358

Properties
net charge: 0
E_HOMO: -8.5 eV
LUMO level: 1.143 eV
gap between HOMO and LUMO: 9.67 eV
energy above the lowest of the compared OMol25 structures with the same formula, charge and spin: 71.6 kcal per mole
SMILES string: N/N=C/N1CC1